{"formula": "C4H6Br2N2S", "method": "the ωB97M-V functional and the def2-TZVPD basis", "species": ["C", "C", "C", "C", "N", "N", "S", "Br", "Br", "H", "H", "H", "H", "H", "H"], "positions_angstrom": [[-1.009, -1.319, -0.045], [0.424, -1.192, -0.104], [-0.108, 2.323, -0.513], [1.749, -1.208, 0.599], [-0.164, -0.913, -1.161], [-1.722, -0.325, 0.716], [-0.975, 1.227, 0.852], [2.809, 0.238, -0.090], [-3.658, -0.653, 0.041], [-1.619, -2.184, -0.264], [-0.488, 1.957, -1.445], [-0.260, 3.386, -0.318], [0.938, 1.996, -0.402], [2.378, -2.180, 0.403], [1.704, -1.154, 1.732]], "atomic_forces_ev_per_a": [[-0.3, -0.2, 0.4], [0.7, -1.0, 1.5], [0.0, -2.2, 0.6], [1.0, -1.9, 0.5], [0.8, 0.9, -1.6], [-0.5, 0.6, -1.3], [-0.4, 0.7, 1.0], [0.5, 0.1, 0.1], [0.9, 0.9, 0.4], [0.3, -0.3, 0.6], [-0.1, 0.3, -0.7], [-0.4, -0.4, 0.2], [-0.5, 0.5, -0.2], [-1.5, 1.7, 0.1], [-0.4, 0.3, -1.6]], "nbo_charge": [-0.0221, 0.2366, -0.7103, -0.5331, -0.3131, -0.5650, 0.3781, 0.0485, 0.0312, 0.2158, 0.2350, 0.2327, 0.2290, 0.2695, 0.2672], "e_lumo_ev": -0.752, "homo_ha": -0.3329, "smiles": "CSN(Br)[C@H]1N=C1CBr", "gap_ev": 8.305, "de_lowest_kcal_mol": 4.5}